# 1
Computed, not measured: a single C6H3Br4F5 molecule in a non-equilibrium geometry, with ωB97M-V/def2-TZVPD.

XYZ file:
```
18
Properties=species:S:1:pos:R:3:forces:R:3
C -1.31605 0.61485 2.17791 -2.0263 -0.7435 0.3304
C -1.32782 0.93706 0.90424 0.2894 0.2827 0.5975
C 0.40757 -1.08263 -0.37114 0.8754 4.8724 -0.0371
C 0.50360 0.72894 -0.75596 1.5191 -2.9165 2.4355
C -0.16032 1.65672 0.26536 0.9756 -1.3388 1.4893
C 1.29338 -1.92199 -1.26479 0.6744 -0.8886 0.0960
F 0.63626 -1.37260 0.93313 0.3118 0.0676 -0.2469
F 0.75863 2.14936 1.16287 -0.6720 -0.6998 0.0541
F -0.69785 2.71705 -0.29643 0.0197 1.7699 -1.4411
F 0.94261 -3.18448 -0.89961 0.3627 0.0851 -0.7834
F 2.65343 -1.83708 -1.03866 -2.0195 0.1784 -0.4361
Br -2.79719 -0.26822 3.10376 1.1973 0.7091 -0.7901
Br -2.72871 0.77290 -0.31581 -0.5606 -0.5434 0.0638
Br 2.32662 1.22876 -1.11539 -0.5724 0.2176 -0.3690
Br 0.85707 -1.61730 -3.19884 0.4100 -0.2312 1.3479
H -0.51800 0.89992 2.81044 0.7024 -0.0463 0.5094
H -0.62461 -1.15619 -0.59689 -0.9245 -0.9640 -0.3066
H -0.20862 0.73494 -1.50418 -0.5627 0.1896 -2.5136
```
Forces are in eV/Å.

Calculated values
Lowest unoccupied orbital energy = 0.004 Eh
Spin multiplicity = 1
Frontier orbital gap = 10.15 eV

# 2
Computed, not measured: a molecular structure, C6H3CaN3O5S3 in a non-equilibrium geometry, with ωB97M-V/def2-TZVPD.

XYZ file:
```
21
Properties=species:S:1:pos:R:3:forces:R:3
Ca 0.09354 0.20850 -0.27540 0.4562 1.6461 0.0886
O 0.14871 4.20695 -1.46229 0.1689 -3.0393 -0.2038
S 0.75680 3.08547 -0.58596 -2.6566 10.1452 -1.6070
O 1.71791 3.88969 0.13592 1.8433 -1.2569 2.2715
O -0.36941 2.58210 0.21772 -0.5940 -2.6462 1.4060
O 1.35560 2.01257 -1.31419 1.1915 -4.4012 -1.6794
C -1.06621 2.00923 3.56737 -0.4761 -1.4245 -0.9846
O -1.90587 0.86926 3.10736 0.9447 0.9520 0.7547
C -1.25816 0.02472 2.28216 -1.4132 0.9522 -0.6941
S -2.25378 -0.26807 0.92698 -0.2262 -0.8897 0.0613
S 0.31939 -0.41379 2.53080 0.6390 -0.3192 0.0423
H -0.43864 1.65117 4.36067 0.6098 0.0767 0.1755
H -1.75949 2.71893 3.92390 -0.9021 0.7520 0.5123
H -0.56660 2.42501 2.68641 0.2678 -0.1689 0.2617
N 0.74625 -1.98338 -0.85553 0.3748 -1.3687 -1.5788
C 0.83205 -2.74332 -1.74556 -0.2709 0.4261 0.1814
C 0.85298 -3.57678 -2.89166 0.0557 -0.6668 -0.2275
C 0.23994 -3.13392 -4.09538 0.3079 0.5848 1.5938
N -0.31800 -2.57614 -4.92869 -0.4101 0.1103 -1.1532
C 1.26385 -4.94123 -2.87564 0.5358 -0.8784 1.3538
N 1.60915 -6.04699 -2.70898 -0.4461 1.4144 -0.5744
```
Forces are in eV/Å.

Calculated values
Lowest unoccupied orbital energy = 0.171 Eh
Net charge = -2
Spin multiplicity = 1
Frontier orbital gap = 5.95 eV
Relative energy (zero: lowest compared OMol25 entry of this formula, charge and spin) = 33.7 kcal per mole

# 3
Computed, not measured: a single C6H3F4NO3S molecule in a non-equilibrium geometry, with ωB97M-V/def2-TZVPD.

XYZ file:
```
18
Properties=species:S:1:pos:R:3:forces:R:3
C 1.98191 -0.39174 -0.02493 -4.1710 0.3259 0.5008
C 0.78315 -1.14050 -0.18381 1.0926 1.2899 0.9058
C 1.99526 1.06766 0.37824 -0.1413 -1.7708 -1.2715
C -0.50339 -0.76428 0.20297 0.9269 -3.5394 -1.3498
C 0.08154 1.92459 -1.12521 5.5769 -0.6442 2.7039
C -1.62379 -1.78021 -0.03209 -1.1364 1.0512 -1.6342
N 1.02948 1.70435 -0.37428 -3.3437 2.6357 -2.9407
O -0.82664 0.41401 0.62058 -1.6767 1.4834 1.5239
O -2.32928 2.27305 1.32273 0.1403 0.4974 0.1291
O -0.65701 2.27262 -1.93669 -1.7169 0.1476 -0.6894
F -1.31828 -2.96601 -0.50842 1.1765 -0.5091 0.2056
F -2.43377 -1.97135 1.00073 0.0166 0.0556 1.0610
F -2.44612 -1.25001 -1.01056 0.1356 0.2898 0.1725
F 3.26038 1.55431 -0.02338 -0.9043 -0.0577 1.1715
S -2.43170 0.87591 0.97319 -0.0140 -0.2433 -0.0101
H 2.88158 -0.82781 -0.15315 2.7968 -1.4397 -0.6131
H 0.83020 -2.14600 -0.56324 0.2881 -0.1863 0.0312
H 1.72648 1.15143 1.43732 0.9539 0.6138 0.1033
```
Forces are in eV/Å.

Calculated values
Lowest unoccupied orbital energy (alpha / beta) = -0.045 / -0.059 Eh
Spin multiplicity = 1
Frontier orbital gap (alpha / beta) = 8.20 / 6.84 eV
Relative energy (zero: lowest compared OMol25 entry of this formula, charge and spin) = 5.2 kcal per mole

# 4
Computed, not measured: 2 unconnected molecules or ions with the total composition C6H3F5N2 in a non-equilibrium geometry, with ωB97M-V/def2-TZVPD.

XYZ file:
```
16
Properties=species:S:1:pos:R:3:forces:R:3
C 1.68872 0.12101 0.29904 0.8166 -1.2103 -0.7317
C -0.06691 1.11192 1.41164 -0.7256 -0.8696 -0.4909
C -0.52440 0.00504 -0.82789 1.9817 2.5817 -0.5188
C -0.01554 -1.77273 1.47750 -3.8833 2.1718 -3.4330
C 0.29204 0.12867 0.40316 -1.7034 -1.3613 3.3146
C -0.35269 1.24966 -1.76559 0.7671 -2.7789 0.4642
N 2.77783 -0.21349 0.21606 1.1911 0.2224 -0.0013
N -0.44440 1.77390 2.26282 -0.0958 0.6189 0.5769
F -1.25162 -1.66581 2.04113 1.4829 0.0131 -0.6234
F -0.14298 -2.67541 0.44695 1.0825 1.2847 2.0233
F -1.24180 1.14508 -2.73864 -0.0483 -0.1149 -1.1109
F 0.91914 1.18573 -2.24204 -0.6182 0.8508 -0.3084
F -0.58485 2.40183 -1.19071 0.4281 0.7738 0.6936
H -0.21912 -0.89414 -1.24377 0.9451 -1.3569 -1.7022
H -1.53216 -0.09419 -0.79529 -3.2181 -0.1805 1.4260
H 0.69877 -1.80708 2.24564 1.5973 -0.6449 0.4220
```
Forces are in eV/Å.

Calculated values
Lowest unoccupied orbital energy = -0.043 Eh
Spin multiplicity = 1
Frontier orbital gap = 9.46 eV
Relative energy (zero: lowest compared OMol25 entry of this formula, charge and spin) = 16.6 kcal per mole

no.,electronic energy (eV)
1,-300025.810
2,-71926.548
3,-35604.488
4,-22835.064